Entry 1:
C30H24BrClO2PPt | ωB97M-V/def2-TZVPD

Calculated values
- Frontier orbital gap (alpha / beta): 8.0 / 4.8 eV
- DFT total energy: -4802.56850 Ha
- HOMO energy (alpha / beta): -10.3 / -11.9 eV
- <S²>: 6.022

```
! wB97M-V def2-TZVPD RIJCOSX def2/J DEFGRID3
* xyz 1 5
C -0.96250 -1.32351 0.85183
C -0.86527 -1.57882 -0.57570
C 0.55174 -1.88866 -0.84460
H -1.71248 -1.76873 -1.22931
C 1.27394 -1.67043 0.37256
C 0.33761 -1.36109 1.39785
H 0.57449 -1.29582 2.45737
H -1.91673 -1.25501 1.36762
H 0.92603 -2.36597 -1.74722
H 2.34447 -1.82764 0.50995
Pt 0.04378 0.41026 -1.10547
Cl 2.28492 1.17942 -1.19753
P -0.06310 0.38090 -3.30843
C 1.05937 -0.75598 -4.21601
C 0.65800 -1.41926 -5.39132
H -0.38724 -1.41175 -5.69221
C 1.60008 -2.06893 -6.19439
H 1.27598 -2.54116 -7.12615
C 2.94692 -2.08814 -5.81878
H 3.68344 -2.57004 -6.46187
C 3.35114 -1.47317 -4.63009
H 4.40063 -1.47559 -4.33014
C 2.40601 -0.82655 -3.83308
H 2.72288 -0.32967 -2.91503
C -1.67518 -0.07337 -4.05516
C -2.26602 -1.30500 -3.71468
H -1.75862 -1.98077 -3.02577
C -3.47279 -1.70426 -4.29212
H -3.93749 -2.63503 -3.97430
C -4.05901 -0.93392 -5.29988
H -4.97662 -1.27076 -5.78884
C -3.44245 0.25637 -5.69521
H -3.86297 0.84390 -6.51258
C -2.27650 0.70216 -5.06151
H -1.82106 1.64172 -5.36845
C 0.32689 1.98810 -4.09715
C 1.04135 2.06833 -5.30563
H 1.47225 1.16894 -5.74145
C 1.19904 3.29353 -5.95483
H 1.73152 3.33297 -6.90735
C 0.65831 4.45445 -5.39172
H 0.75190 5.40658 -5.91755
C -0.00398 4.39099 -4.16141
H -0.42662 5.29362 -3.71966
C -0.13426 3.16672 -3.49528
H -0.59574 3.11491 -2.50903
Br 1.96076 2.65710 2.33106
C 0.70666 2.26888 3.66103
C 1.12461 2.45727 4.99828
C 0.27068 2.13263 6.06514
C -1.00273 1.60270 5.78968
C -1.40219 1.39323 4.46154
C -0.56375 1.70945 3.36793
C -1.06761 1.37632 1.95676
O -2.26883 1.05828 1.84573
O -0.18017 1.41776 1.02510
H 2.11788 2.85829 5.21124
H 0.59228 2.30191 7.09786
H -1.66662 1.31801 6.61161
H -2.37116 0.92632 4.26525
*
```

Which charges does Mulliken predict for the atoms? In e, they are: -1.07, -0.39, 0.08, 0.56, -0.93, -0.21, 0.55, 0.53, 0.67, 0.42, 1.28, -0.49, 1.26, 0.24, -0.18, 0.31, -0.66, 0.42, -0.51, 0.39, -0.84, 0.43, 0.07, 0.18, 0.07, -0.33, 0.63, -0.91, 0.43, -0.52, 0.39, -0.77, 0.43, -0.26, 0.33, 0.04, 0.05, 0.25, -0.67, 0.42, -0.51, 0.39, -0.70, 0.41, -0.46, 0.35, -0.04, 0.41, -0.64, -0.45, -0.63, -0.47, 0.33, 0.87, -0.62, -0.51, 0.38, 0.38, 0.38, 0.42

***

Entry 2:
C30H24Cl3N13O2S3Zr | ωB97M-V/def2-TZVPD

Calculated values
- Relative energy (zero: lowest compared OMol25 entry of this formula, charge and spin): 71.7 kJ/mol
- Frontier orbital gap: 7.7 eV
- DFT total energy: -4642.22716 Ha
- HOMO energy: -8.8 eV

```
! wB97M-V def2-TZVPD RIJCOSX def2/J DEFGRID3
* xyz 0 1
Zr 0.66112 2.04595 -1.18298
N 3.15508 2.04439 1.52879
C 1.82358 1.99650 1.85834
N 1.35650 1.82183 3.06756
N -0.00111 1.83782 2.91115
N -0.32333 2.00059 1.68727
N 0.84054 2.11112 0.95245
C 3.59211 2.11497 0.22784
N 4.83778 2.19408 -0.15296
N 4.77020 2.22683 -1.51959
N 3.56079 2.16779 -1.92596
N 2.75215 2.09502 -0.81140
H 3.83657 2.02087 2.26860
S 0.48870 2.23827 -3.68403
C -1.01462 1.31586 -3.88158
C -1.23023 0.71614 -5.12360
C -2.34914 -0.05761 -5.36959
C -2.52831 -0.65167 -6.67731
N -2.66892 -1.12881 -7.71276
C -3.28835 -0.25396 -4.35110
C -3.08697 0.33705 -3.11689
C -1.96780 1.13419 -2.86198
S -1.83994 1.84484 -1.24318
C -4.45795 -1.08125 -4.56001
N -5.38674 -1.74138 -4.70558
H -0.49953 0.85538 -5.90985
H -3.81254 0.17899 -2.32912
C 1.33156 6.45254 -1.13931
C -0.17220 6.41783 -0.86587
C -0.38868 5.01354 -0.34906
O 0.63162 4.21050 -1.04571
C 1.58679 5.08972 -1.73873
H 1.88792 6.56980 -0.20803
H 1.62688 7.24581 -1.82350
H -0.73092 6.57309 -1.78986
H -0.49301 7.15857 -0.13576
H -1.35521 4.58269 -0.58601
H -0.19248 4.91398 0.71667
H 1.34960 5.04052 -2.80006
H 2.58275 4.69252 -1.56973
Cl 1.63981 -6.39702 6.60707
C 1.21319 -5.51922 5.16847
C 0.59927 -6.18092 4.11772
C 0.25526 -5.46506 2.98233
C 0.51880 -4.10335 2.87867
C 0.14561 -3.33154 1.64063
C 1.34034 -3.23358 0.70009
N 1.13840 -2.19088 -0.31579
C 0.95156 -2.35537 -1.67323
C 0.74978 -1.11668 -2.18281
N 0.79204 -0.19653 -1.14707
C 1.02793 -0.89023 -0.04156
O -0.96760 -3.93439 1.00708
C -2.00372 -3.00280 0.63707
C -2.36875 -2.10545 1.78259
C -2.87932 -2.52355 2.97461
Cl -3.28994 -4.13391 3.40505
S -3.06537 -1.24929 4.09511
C -2.46390 -0.10913 2.97530
C -2.14130 -0.69495 1.79286
C 1.14481 -3.47792 3.95017
Cl 1.51559 -1.77671 3.87736
C 1.49209 -4.16693 5.10032
H 0.38656 -7.23847 4.19608
H -0.25824 -5.95825 2.16666
H -0.11060 -2.31744 1.95031
H 1.49422 -4.17906 0.18363
H 2.23725 -2.99175 1.26830
H 0.98275 -3.32417 -2.14116
H 0.58542 -0.81311 -3.20153
H 1.10189 -0.49383 0.95996
H -2.84252 -3.61388 0.31229
H -1.68706 -2.38673 -0.20940
H -2.35648 0.92879 3.25458
H -1.72925 -0.14551 0.95432
H 1.96717 -3.65612 5.92633
*
```

Which charges does Mulliken predict for the atoms? In e, they are: 1.03, -0.04, 0.45, -0.72, -0.49, -0.41, 0.74, 0.35, -0.53, -0.58, -0.58, 0.77, 0.23, -0.58, 0.43, -0.79, 0.55, -0.23, -0.49, 0.47, -1.01, 0.76, -0.51, -0.26, -0.49, 0.54, 0.56, -0.66, -0.70, -0.44, 0.36, -0.43, 0.29, 0.38, 0.30, 0.37, 0.32, 0.30, 0.33, 0.29, -0.21, 0.41, -0.96, -0.27, -1.04, 1.64, -1.13, 0.24, -0.71, -0.88, 0.84, -0.86, -0.38, -0.52, -0.68, 0.87, -0.20, -0.25, -0.68, 0.53, 0.89, -0.17, -0.88, 0.43, 0.45, -0.30, 0.30, 0.47, 0.45, 0.59, 0.45, 0.41, 0.10, 0.45, 0.23, 0.48

***

Entry 3:
C30H24F10N7O5Zr | ωB97M-V/def2-TZVPD

Calculated values
- Relative energy (zero: lowest compared OMol25 entry of this formula, charge and spin): 153.9 kJ/mol
- Frontier orbital gap: 7.3 eV
- DFT total energy: -2962.72214 Ha
- HOMO energy: -10.5 eV

```
! wB97M-V def2-TZVPD RIJCOSX def2/J DEFGRID3
* xyz 1 1
Zr -0.11371 -0.26055 -0.18728
C 1.64511 -3.26569 -0.46733
N 0.72883 -2.34022 -1.15552
C 1.33813 -1.95756 -2.44403
C 0.43675 -1.00865 -3.23094
N -0.46265 -0.27555 -2.33091
C -1.24296 0.68259 -2.91568
C -2.10931 1.40054 -2.09374
F -2.05127 1.05879 -0.75865
C -3.00084 2.37446 -2.47086
F -3.75946 2.96407 -1.54917
C -3.07571 2.71465 -3.80667
F -3.90964 3.65139 -4.23465
C -2.24726 2.03882 -4.69132
F -2.30867 2.33068 -5.98244
C -1.35453 1.06822 -4.26979
F -0.60988 0.49611 -5.22486
C -0.54357 -3.06368 -1.41581
C -1.36355 -3.10411 -0.13652
N -1.34602 -1.79585 0.53074
C -2.59228 -1.20089 0.71762
C -2.90998 -0.55191 1.92205
F -1.98447 -0.51968 2.88452
C -4.13723 0.03392 2.15574
F -4.38354 0.62681 3.32160
C -5.12326 -0.01675 1.18542
F -6.31153 0.51735 1.41609
C -4.84738 -0.60660 -0.03925
F -5.75644 -0.59447 -1.00365
C -3.60987 -1.17172 -0.25513
F -3.28241 -1.56712 -1.49260
H 1.75696 -4.18605 -1.04655
H 1.26526 -3.51803 0.52053
H 2.62574 -2.81415 -0.36626
H 1.52889 -2.85338 -3.04396
H 2.29971 -1.48629 -2.23810
H -0.14824 -1.57284 -3.96227
H 1.07382 -0.32353 -3.78921
H -0.34392 -4.07605 -1.78284
H -1.10825 -2.53072 -2.17181
H -0.93950 -3.84042 0.55753
H -2.37231 -3.44746 -0.35985
O 5.00268 2.48178 -1.96068
C 5.29954 2.00402 -0.76414
O 6.22490 2.40145 -0.11127
C 4.43827 0.89164 -0.24986
C 4.82521 -0.04822 0.67760
N 3.77274 -0.85858 0.88045
N 2.70484 -0.50974 0.15336
C 3.09739 0.55599 -0.53370
C 2.08230 1.26057 -1.38895
O 2.40375 1.67211 -2.48717
O 0.92153 1.36404 -0.82202
H 4.16241 2.14537 -2.33496
H 5.77304 -0.18151 1.17264
H 3.73463 -1.66654 1.47941
C -1.91857 3.21662 2.23393
C -0.71852 2.36559 1.95613
O -0.77826 1.36110 1.23355
N 0.43637 2.70936 2.52670
C 1.63155 1.91326 2.25802
C 1.49406 0.53654 2.86907
C 1.87677 0.34865 4.18977
C 1.70591 -0.88784 4.78640
C 1.14241 -1.90329 4.03345
C 0.77590 -1.63411 2.72754
N 0.94903 -0.44517 2.13273
H -2.77667 2.82161 1.69656
H -1.73932 4.24311 1.91450
H -2.14313 3.21970 3.30117
H 0.48357 3.50299 3.14301
H 2.49766 2.42889 2.66421
H 1.73221 1.83371 1.18320
H 2.30358 1.17475 4.74340
H 1.99558 -1.05372 5.81527
H 0.97437 -2.88487 4.45340
H 0.28277 -2.38776 2.13307
*
```

Which charges does Mulliken predict for the atoms? In e, they are: -0.55, -1.15, 0.59, -1.44, -1.64, 2.32, -0.71, 0.21, 0.45, -0.21, -0.29, 0.52, -0.30, 0.12, -0.28, 0.24, -0.31, -0.63, -1.33, 0.79, 0.48, 0.02, -0.41, 0.14, -0.35, 0.71, -0.30, 0.09, -0.33, 0.49, -0.40, 0.38, 0.33, 0.28, 0.51, 0.44, 0.81, 0.66, 0.57, 0.29, 0.44, 0.50, -0.49, 0.43, -0.56, 0.39, -0.68, -0.59, 0.78, -0.18, 0.66, -0.88, -0.33, 0.43, 0.56, 0.14, -1.64, 0.14, 0.33, 0.00, -0.83, 0.88, -0.93, -0.67, -1.15, -0.75, 0.69, 0.20, 0.44, 0.43, 0.32, 0.82, -0.50, 0.55, 0.46, 0.55, 0.23

***

no.,largest force on an atom (eV/Å)
1,3.3
2,1.8
3,1.6